DFT (ωB97M-V with the def2-TZVPD basis set) results for a molecular structure, C25H25BF4IMnO2PS.

```
61
Properties=species:S:1:pos:R:3
Mn 0.165 -1.131 -0.069
I -0.545 0.253 2.213
C -2.489 0.249 1.463
C -3.420 1.105 1.955
C -4.738 1.027 1.440
C -5.057 0.097 0.497
C -4.084 -0.805 -0.005
C -4.402 -1.804 -0.964
C -3.452 -2.667 -1.418
C -2.111 -2.554 -0.967
C -1.779 -1.586 -0.074
C -2.753 -0.713 0.464
H -3.178 1.823 2.725
H -5.489 1.712 1.810
H -6.067 0.034 0.114
H -5.419 -1.868 -1.328
H -3.705 -3.426 -2.145
H -1.359 -3.219 -1.376
F 1.079 1.004 -2.770
B -0.073 0.353 -2.405
F -0.427 0.733 -1.054
F -1.109 0.488 -3.261
F 0.243 -1.074 -2.207
O 2.050 -0.493 -0.058
S 3.155 -0.343 -1.120
C 3.614 1.365 -1.042
C 4.395 1.856 -2.077
C 4.837 3.167 -2.007
C 4.486 3.962 -0.924
C 3.680 3.457 0.088
C 3.238 2.144 0.038
C 4.544 -1.102 -0.319
C 5.437 -1.791 -1.124
C 6.562 -2.364 -0.540
C 6.770 -2.241 0.825
C 5.855 -1.554 1.621
C 4.734 -0.977 1.051
H 4.637 1.234 -2.930
H 5.445 3.572 -2.804
H 4.833 4.985 -0.874
H 3.393 4.089 0.917
H 2.595 1.738 0.808
H 5.258 -1.884 -2.188
H 7.270 -2.903 -1.153
H 7.651 -2.678 1.275
H 6.027 -1.461 2.685
H 4.010 -0.444 1.654
C 2.992 -4.502 0.706
P 1.255 -4.395 0.333
C 0.981 -5.169 -1.255
C 0.379 -5.342 1.562
O 0.786 -2.960 0.324
H 3.296 -5.543 0.814
H 3.181 -3.972 1.640
H 3.575 -4.030 -0.088
H 1.668 -6.000 -1.415
H 1.134 -4.421 -2.034
H -0.042 -5.539 -1.314
H 0.627 -6.402 1.490
H -0.692 -5.209 1.405
H 0.639 -4.978 2.556
```

Its multiplicity is 5. As for the largest force on an atom: 0.635 eV Å⁻¹. The calculation puts the gap between HOMO and LUMO (alpha / beta) at 6.9 / 8.4 eV. The calculation puts the HOMO energy (alpha / beta) at -10.890 / -11.039 eV. The energy above the lowest of the compared OMol25 structures with the same formula, charge and spin comes out at 6.3 kcal per mole. As for the total charge: +1. For the total energy, the calculation gives -101519.96380 eV.